C32H33IrN8O4S3 | ωB97M-V with the def2-TZVPD basis set

```
81
C32H33IrN8O4S3 (ωB97M-V with the def2-TZVPD basis set)
Ir 0.347 1.192 -0.228
S 4.542 0.627 1.864
C 2.942 1.104 1.592
N 2.458 0.848 0.399
C 3.411 0.222 -0.408
C 3.248 -0.166 -1.741
C 4.307 -0.783 -2.370
C 5.521 -1.004 -1.702
C 5.701 -0.608 -0.395
C 4.626 0.009 0.247
H 2.361 1.591 2.362
H 2.323 0.018 -2.274
H 4.206 -1.098 -3.399
H 6.333 -1.485 -2.229
H 6.642 -0.767 0.114
O -2.651 11.273 0.994
S -2.862 10.005 0.395
O -3.421 8.930 1.145
O -3.039 9.951 -1.070
C -1.029 9.331 -0.154
N -0.125 10.233 -0.364
C 1.105 9.751 -0.536
C 1.354 8.378 -0.514
C 0.266 7.541 -0.319
N -0.967 8.036 -0.146
C 0.333 6.058 -0.267
C 1.440 5.322 -0.685
C 1.400 3.947 -0.620
N 0.321 3.276 -0.161
C -0.751 3.988 0.244
C -0.778 5.359 0.211
H 1.898 10.471 -0.697
H 2.360 8.011 -0.651
H 2.328 5.797 -1.077
H 2.240 3.346 -0.941
H -1.599 3.427 0.611
H -1.655 5.900 0.538
C -4.354 -2.214 3.998
C -3.956 -2.116 2.573
C -4.417 -2.946 1.566
C -3.957 -2.775 0.275
N -3.036 -1.797 -0.001
C -2.741 -0.828 0.923
S -2.149 0.730 0.649
N -3.142 -1.110 2.200
C -4.531 -3.595 -0.831
H -4.579 -3.245 4.262
H -5.268 -1.627 4.143
H -3.587 -1.822 4.664
H -5.137 -3.720 1.785
H -2.883 -0.405 2.886
H -5.270 -4.280 -0.428
H -3.795 -4.176 -1.380
H -5.032 -2.930 -1.541
C 3.203 -6.096 -0.363
C 1.861 -6.399 -1.006
N 0.808 -5.422 -0.651
C -0.211 -5.839 0.309
C 0.343 -6.037 1.711
C 0.907 -4.213 -1.201
O 1.796 -3.843 -1.959
C -0.125 -3.124 -0.988
C -1.418 -3.171 -1.347
C -2.249 -1.918 -1.376
C -1.365 -0.760 -1.600
N -0.116 -0.729 -1.087
C 0.480 -1.845 -0.721
H 3.924 -6.853 -0.670
H 3.139 -6.123 0.725
H 3.580 -5.124 -0.677
H 1.493 -7.373 -0.684
H 1.944 -6.416 -2.092
H -0.650 -6.769 -0.059
H -1.006 -5.095 0.320
H 1.112 -6.808 1.728
H -0.450 -6.355 2.387
H 0.784 -5.115 2.095
H -1.857 -4.111 -1.649
H -3.036 -1.940 -2.126
H -1.676 0.076 -2.208
H 1.483 -1.774 -0.321
```

## Properties
**2S+1**: 6
**Orbital gap (alpha / beta)**: 0.223 / 0.204 Ha
**Energy**: -3275.98621 a.u.
**HOMO (alpha / beta)**: -0.57192 / -0.58024 hartree
**Charge**: +3

Löwdin atomic charge list, values in e, 4 entries: atom 1 (Ir): 1.232, atom 2 (S): 1.178, atom 3 (C): -0.448, atom 4 (N): -0.155

---

C6H10 | ωB97M-V with the def2-TZVPD basis set

```
16
C6H10 (ωB97M-V with the def2-TZVPD basis set)
C -1.339 0.893 0.685
C -1.931 -0.157 -0.064
C 3.426 -0.180 0.035
C 2.185 -0.147 -0.392
C 1.011 0.273 0.345
C -0.194 0.161 -0.175
H -1.318 1.953 0.459
H -4.810 -1.465 -1.045
H -1.134 0.737 1.748
H -4.603 -0.831 -1.377
H -0.117 0.149 -1.253
H 4.226 -0.524 -0.604
H 3.697 0.087 1.051
H 1.982 -0.492 -1.399
H 1.154 0.526 1.391
H -2.234 -0.983 0.596
```

## Properties
**Orbital gap**: 0.263 Ha
**Energy**: -234.35701 a.u.
**HOMO**: -0.27607 hartree

Löwdin atomic charge list, values in e, 4 entries: atom 1 (C): -0.219, atom 2 (C): -0.055, atom 3 (C): 0.026, atom 4 (C): -0.181

---

C2HFN2O2 | ωB97M-V with the def2-TZVPD basis set

```
8
C2HFN2O2 (ωB97M-V with the def2-TZVPD basis set)
C 0.742 0.316 -0.921
C 0.612 -1.058 -0.953
N 0.374 1.256 -0.036
N -0.750 -0.180 1.442
O -1.568 -0.225 2.317
O -0.551 1.009 0.845
F -0.493 -1.618 -1.276
H 1.634 0.501 -1.418
```

## Properties
**Orbital gap (alpha / beta)**: 0.291 / 0.291 Ha
**Energy**: -436.34503 a.u.
**HOMO (alpha / beta)**: -0.34691 / -0.34707 hartree

Löwdin atomic charge list, values in e, 4 entries: atom 1 (C): -0.151, atom 2 (C): -0.023, atom 3 (N): 0.057, atom 4 (N): -0.043

---

C26H24F2N | ωB97M-V with the def2-TZVPD basis set

```
53
C26H24F2N (ωB97M-V with the def2-TZVPD basis set)
F -5.969 3.400 1.855
C -4.743 2.893 1.509
C -4.582 1.512 1.491
C -3.306 1.013 1.255
C -2.187 1.854 1.050
C -0.894 1.154 1.088
C 0.388 1.851 1.208
C 1.519 1.026 1.021
C 2.814 1.490 1.151
C 2.983 2.851 1.385
F 4.259 3.321 1.549
C 1.916 3.731 1.534
C 0.613 3.218 1.519
C -2.476 3.228 0.785
C -3.707 3.771 1.201
H -5.412 0.842 1.679
H -3.150 -0.066 1.262
H -0.929 0.290 1.808
H 1.346 -0.022 0.779
H 3.658 0.811 1.068
H 2.116 4.788 1.697
H -0.228 3.875 1.779
H -1.745 3.870 0.270
H -3.873 4.845 1.281
C 1.673 -4.538 0.916
C 0.197 -4.608 1.320
C -0.476 -3.331 0.760
N 0.535 -2.674 -0.062
C 0.325 -1.481 -0.687
C -0.647 -0.490 -0.333
C -0.799 0.491 -1.478
C 0.338 0.122 -2.397
C 0.996 -1.033 -1.932
C 2.030 -1.582 -2.705
C 2.421 -0.934 -3.887
C 1.830 0.278 -4.278
C 0.783 0.816 -3.513
C 1.751 -3.463 -0.187
H 2.289 -4.242 1.769
H 2.042 -5.497 0.548
H -0.284 -5.484 0.875
H 0.071 -4.666 2.403
H -1.372 -3.591 0.167
H -0.811 -2.664 1.569
H -1.523 -0.837 0.225
H -1.751 0.396 -2.023
H -0.732 1.535 -1.148
H 2.576 -2.473 -2.391
H 3.209 -1.353 -4.515
H 2.138 0.776 -5.202
H 0.316 1.768 -3.778
H 2.648 -2.832 -0.086
H 1.816 -3.956 -1.178
```

## Properties
**Orbital gap**: 0.230 Ha
**Energy**: -1259.32273 a.u.
**HOMO**: -0.40851 hartree
**Charge**: +1

Löwdin atomic charge list, values in e, 4 entries: atom 1 (F): 0.069, atom 2 (C): -0.228, atom 3 (C): 0.021, atom 4 (C): -0.009

---

C4H18NO7 | ωB97M-V with the def2-TZVPD basis set

```
30
C4H18NO7 (ωB97M-V with the def2-TZVPD basis set)
O -2.873 2.182 -0.503
C -2.651 0.912 -0.665
C -1.772 0.100 0.381
C -1.527 0.640 1.820
N -0.596 -0.390 -0.461
C 0.182 0.790 -0.952
O 1.272 0.862 -0.124
H -2.935 0.387 -1.656
H -2.573 -0.722 0.458
H -0.543 0.195 1.985
H -2.443 0.378 2.477
H -1.525 1.811 2.014
H 0.090 -1.123 -0.124
H 0.581 0.640 -1.979
H -0.495 1.557 -1.143
H 1.205 -2.516 -1.596
H -0.192 -2.590 -1.042
O 0.393 -3.051 -1.629
H 0.997 3.002 -1.765
H 2.051 2.114 -1.197
O 1.771 2.503 -2.038
H 1.840 -1.409 -0.465
H 2.696 -0.788 -1.711
O 2.491 -1.609 -1.190
H 1.377 0.022 0.926
H 2.348 -0.756 1.743
O 1.439 -1.080 1.386
H 0.685 -1.063 2.812
H -0.747 -0.962 3.341
O 0.052 -1.067 3.677
```

## Properties
**Orbital gap**: 0.315 Ha
**Energy**: -744.56461 a.u.
**HOMO**: -0.19284 hartree
**Charge**: -1

Löwdin atomic charge list, values in e, 4 entries: atom 1 (O): -0.066, atom 2 (C): -0.157, atom 3 (C): -0.327, atom 4 (C): -0.062

---

C3H7NO2 | ωB97M-V with the def2-TZVPD basis set

```
13
C3H7NO2 (ωB97M-V with the def2-TZVPD basis set)
C -0.811 -0.996 2.023
C 0.343 -0.119 0.191
C 0.656 1.002 -2.017
H -0.475 -1.237 3.041
H -1.506 -0.062 2.037
H -1.536 -1.873 1.722
H 1.314 -0.030 0.023
H 1.106 1.881 -1.442
H 1.393 -0.011 -1.867
H 0.457 1.347 -3.012
N -0.676 0.066 -0.450
O 0.358 -0.777 1.342
O -0.625 0.808 -1.590
```

## Properties
**Orbital gap**: 0.377 Ha
**Energy**: -323.59220 a.u.
**HOMO**: -0.34356 hartree

Löwdin atomic charge list, values in e, 4 entries: atom 1 (C): -0.141, atom 2 (C): -0.302, atom 3 (C): -0.156, atom 4 (H): 0.082

---

Across the entries above, ΔE to the lowest compared entry with this formula, charge and spin takes the values 0.242, 6.680, 9.086, 2.341, 5.074, 5.137 eV, respectively.